Record 1
Entry from the OMol25 dataset: a gas-phase ion, C9H10N3 (charge +1) (ωB97M-V with the def2-TZVPD basis set).

Structure (XYZ):
```
22
C9H10N3 | the OMol25 dataset | ωB97M-V with the def2-TZVPD basis set
N -3.2051 1.0015 -0.4021
N 1.2782 0.0055 -0.4724
N -2.2668 -1.3966 0.6145
C -0.1231 -0.5050 0.8758
C -1.9705 0.9531 0.1242
C 0.2173 1.9661 0.3649
C 0.8434 0.6443 0.7947
C -1.0892 2.0661 0.0638
C -3.8573 -0.1269 -0.5924
C 2.4109 -0.9237 -0.4831
C -3.4637 -1.2968 0.0580
C -1.4705 -0.3346 0.4451
H 3.0915 -0.7226 0.4680
H 1.4240 0.8808 1.6698
H 0.8612 2.7156 0.2018
H -1.6708 2.8420 -0.3054
H 1.9816 -1.8303 -0.6992
H -4.7103 0.0284 -1.2699
H -4.1914 -2.0903 0.0992
H 0.5641 0.0901 -1.1670
H 3.0969 -0.7655 -1.4264
H 0.3699 -1.3275 1.3076
```

Values from the calculation:
HOMO energy (alpha / beta)   -12.9753 / -12.9758 eV
SMILES   CN[C@H]1C=CC2=[N+]=CC=NC2=C1
E_LUMO (alpha / beta)   -5.7 / -5.7 eV
2S+1   1
Total charge   +1

***

Record 2
Entry from the OMol25 dataset: a molecular structure, C7H11BrIrN3O7P2S (ωB97M-V with the def2-TZVPD basis set).

Structure (XYZ):
```
33
C7H11BrIrN3O7P2S | the OMol25 dataset | ωB97M-V with the def2-TZVPD basis set
Ir 0.2711 0.0777 -0.5089
Br 1.5638 6.4146 0.8962
S 0.3863 -1.8861 1.4061
P -2.7303 0.2664 0.2046
P -1.9787 -2.1421 -0.9607
O -1.6043 0.6611 -0.8241
O -0.4488 -1.8447 -0.9952
O -2.8092 -1.8610 -2.1284
O -4.0806 0.4151 -0.5740
O -2.6775 0.9231 1.5065
O -2.4853 -1.3241 0.3341
O -2.0272 -3.6385 -0.4319
N 2.5745 -3.0002 0.4493
N 0.6878 -4.4020 0.7656
N 2.1856 -0.3296 -0.4309
C 0.1368 4.0051 1.1478
C -0.1211 2.7006 0.8311
C 2.0093 4.0032 -0.4524
C 1.7502 2.6915 -0.7439
C 0.6907 1.9886 -0.1066
C 1.3625 -3.2420 0.7477
C 1.2063 4.6741 0.5086
H -2.8216 -4.0878 -0.7307
H 2.8726 0.3238 -0.0605
H -4.0817 -0.0994 -1.3926
H 2.5595 -1.2958 -0.4985
H 3.0733 -3.8457 0.1784
H -0.4666 4.5442 1.8651
H -0.9584 2.1803 1.2815
H -0.3197 -4.3899 0.7795
H 2.3492 2.1769 -1.4815
H 2.8057 4.5544 -0.9321
H 1.1256 -5.2120 0.3511
```

Values from the calculation:
⟨S²⟩   8.79
HOMO energy (alpha / beta)   -13.0074 / -13.2776 eV
E_LUMO (alpha / beta)   -3.4 / -7.4 eV
2S+1   6
Total charge   +1

***

Record 3
Entry from the OMol25 dataset: a molecular structure, C3H11AsO3PS (ωB97M-V with the def2-TZVPD basis set).

Structure (XYZ):
```
20
C3H11AsO3PS | the OMol25 dataset | ωB97M-V with the def2-TZVPD basis set
As 0.4828 1.4661 0.2167
S 2.1978 -1.4891 1.9235
P 1.8016 -0.7237 0.1442
O 3.1899 -0.4731 -0.7026
O -2.6361 0.2183 0.8847
O 1.2597 -1.8966 -0.8815
C -1.9181 -1.0100 0.7779
C -0.9715 0.6581 -0.9861
C -2.0898 -0.1299 -0.3815
H -2.8548 -0.4644 -1.1013
H 1.7606 1.9453 1.0595
H -0.2377 2.8516 0.3174
H -0.1414 0.9176 1.5313
H 1.2448 1.8779 -1.1213
H 0.5762 -2.3948 -0.4247
H -0.9758 -1.0246 1.3177
H 3.7887 0.0095 -0.1266
H -1.4122 1.5278 -1.4910
H -0.5192 0.0311 -1.7605
H -2.5455 -1.8972 0.8044
```

Values from the calculation:
HOMO energy   -3.8495 eV
E_LUMO   3.4 eV
2S+1   1
Total charge   -1

***

Record 4
Entry from the OMol25 dataset: 12 unconnected molecules or ions with the total composition C20H44NO13P (ωB97M-V with the def2-TZVPD basis set).

Structure (XYZ):
```
79
C20H44NO13P | the OMol25 dataset | ωB97M-V with the def2-TZVPD basis set
P -1.3381 1.9037 -4.8014
O 5.2538 1.8719 -2.8586
O 0.6798 -8.2441 2.7047
O 0.1522 -1.7177 1.9123
O -3.8808 6.3299 -1.9344
O -2.9686 -8.2453 4.9320
O -6.2683 3.2862 -7.7971
O 4.0942 -3.9215 0.4655
O -1.5959 -10.5535 3.5879
O 3.5811 -6.7276 1.9390
O 3.5958 0.2040 -0.8138
O -3.3686 5.5535 0.7866
O -5.9688 3.5573 -4.5867
O -1.5119 -12.8283 1.4067
N 1.8634 0.0948 1.1363
C 2.8805 2.2390 3.7085
C -2.8935 2.9909 -4.3671
C 3.3687 4.6024 2.0479
C -0.1855 -0.2604 -0.2580
C -1.7487 -0.3444 -0.7424
C 3.3587 0.8020 4.3396
C 1.4003 2.9062 4.1039
C 3.8117 3.1409 2.6694
C 2.3727 0.2410 -0.2803
C 0.5928 -0.7581 1.0952
C -2.0868 0.3531 -2.2245
C 1.9091 5.2492 2.4915
C 2.8060 -0.5230 3.5479
C 1.0031 0.4127 -1.1630
C 3.0433 -0.4641 1.8999
C 0.6908 1.0979 -2.6182
C -2.6069 3.8387 -2.9543
C -0.8806 1.0719 -3.1334
C 0.0333 3.1398 -5.2961
C 0.9066 4.3896 3.5154
H -1.6519 4.5031 -3.0811
H 0.6673 2.3341 4.8225
H 3.7675 -4.5466 -0.1988
H 3.7069 -5.8217 1.6189
H -3.3043 5.4550 1.7484
H 1.5931 1.5615 -3.2032
H 0.2361 -7.6444 3.3231
H 4.7325 1.7964 -2.0454
H -7.2246 3.4390 -7.8285
H -3.2079 0.3468 -2.6238
H 2.9437 0.7588 5.4506
H 3.3258 -1.5320 1.5130
H -6.7131 4.0023 -5.0189
H 0.1875 3.2179 -6.4535
H 4.0490 5.2236 1.2961
H -0.3324 4.2131 -4.9236
H 4.5274 0.7709 4.4175
H -0.9889 -9.9782 3.0986
H 6.1721 1.8213 -2.5537
H -2.6436 -7.5923 5.5697
H -6.0403 3.4197 -6.8649
H -3.7860 2.2404 -4.2453
H 1.6962 -0.7928 3.8026
H -3.5817 4.4718 -2.7200
H -3.4478 6.7143 -1.1576
H 4.8870 2.7450 2.3364
H -0.1444 4.8447 3.8243
H -0.5541 -12.9745 1.4159
H -3.0192 3.7674 -5.2341
H -3.7129 -7.8003 4.4998
H 1.0729 2.9634 -4.7882
H -4.8190 6.5341 -1.8046
H -2.5362 5.1828 0.4571
H 4.0111 0.2213 1.7623
H 1.2868 -7.6688 2.2155
H -2.0396 -9.9538 4.2063
H -2.4394 3.1329 -2.0297
H 3.7500 -3.0652 0.1704
H -5.6438 4.2103 -3.9490
H 1.5392 6.3091 2.1097
H -1.6835 -12.3486 2.2308
H -2.5528 -0.8519 -0.0603
H 4.3444 -6.8801 2.5160
H 3.4761 -1.4388 3.9181
```

Values from the calculation:
HOMO energy   -8.0372 eV
SMILES   CCP(C)c1ccc2c(c1)C(=O)N(CCCc1ccccc1)C2=O.O.O.O.O.O.O.O.O.O.O.O
E_LUMO   -1.4 eV
2S+1   1
Total charge   0

***

Record 5
Entry from the OMol25 dataset: a molecular structure, C3H2O3Tb (ωB97M-V with the def2-TZVPD basis set).

Structure (XYZ):
```
9
C3H2O3Tb | the OMol25 dataset | ωB97M-V with the def2-TZVPD basis set
Tb 2.7350 1.5550 -0.1610
O 2.0251 -0.5852 -0.1631
O -2.2064 -0.4428 -0.2719
O 0.5276 1.6047 0.0515
C -1.3221 0.4841 -0.0538
C 0.7898 -0.7507 0.0246
C -0.0140 0.3967 0.3231
H -2.8500 -0.5447 0.4451
H 0.3149 -1.7172 -0.1945
```

Values from the calculation:
⟨S²⟩   16.50
HOMO energy (alpha / beta)   -17.4387 / -17.5197 eV
E_LUMO (alpha / beta)   -10.8 / -10.7 eV
2S+1   8
Total charge   +2

***

Record 6
Entry from the OMol25 dataset: 2 unconnected molecules or ions with the total composition C12H13NO (ωB97M-V with the def2-TZVPD basis set).

Structure (XYZ):
```
27
C12H13NO | the OMol25 dataset | ωB97M-V with the def2-TZVPD basis set
O -1.1024 1.9669 -2.6912
N 0.0520 -1.7919 -2.5677
C 0.1226 -0.1090 -0.7031
C -1.5907 -1.3473 0.5185
C 1.8054 1.0087 -2.0675
C 2.5212 0.1767 0.1430
C -2.2604 -1.7169 1.6812
C -1.5177 1.0226 -2.1394
C 1.3944 0.7523 -0.6334
C -0.6319 -0.3480 0.5088
C -0.3587 0.3407 1.7006
C 0.0375 -1.0448 -1.7251
C -1.1054 0.1051 2.8460
C -2.0520 -0.9583 2.8387
H -3.0208 -2.5289 1.6363
H 2.7040 1.8144 -2.1052
H 1.9794 0.0686 -2.5513
H 1.0244 1.3558 -2.7288
H -2.6841 -1.0471 3.7305
H 3.2475 0.8682 0.2246
H 0.6371 0.8865 1.7115
H -2.5635 0.7619 -1.7972
H 2.3164 -0.1647 1.1841
H 1.1639 1.7096 -0.0827
H -2.0354 -1.7542 -0.4522
H -0.8210 0.7586 3.7813
H 2.7383 -0.7857 -0.2605
```

Values from the calculation:
HOMO energy (alpha / beta)   -8.0834 / -7.8363 eV
E_LUMO (alpha / beta)   -1.1 / -0.3 eV
2S+1   1
Total charge   0

***

Record 7
Entry from the OMol25 dataset: C8H12N4 in the gas phase (ωB97M-V with the def2-TZVPD basis set).

Structure (XYZ):
```
24
C8H12N4 | the OMol25 dataset | ωB97M-V with the def2-TZVPD basis set
N -0.7089 0.9889 0.5832
N 1.4322 1.3443 -0.2116
N 0.5857 -0.8751 -1.1792
N 1.5363 -0.7586 -4.4427
C -1.4605 -0.9830 1.9618
C -0.0742 3.2819 0.0670
C 0.2974 -1.2755 -2.3365
C -0.6411 -0.3470 0.7767
C 0.1362 -2.7564 0.2938
C 0.0611 -1.2390 0.0551
C 1.0413 -0.8475 -3.4162
C 0.3229 1.8279 0.1552
H -0.7346 -3.4611 0.2613
H 2.1423 1.9989 -0.6539
H -1.3298 1.4903 1.2231
H -1.1090 3.4934 0.0467
H -2.4617 -0.3651 2.2378
H 1.2682 -0.1142 -0.8670
H 0.7539 -3.0707 -0.6260
H -0.6823 -0.9338 2.8417
H 0.4013 3.5402 -0.8578
H 0.3831 3.8914 0.8806
H 0.5959 -2.8503 1.3217
H -1.7558 -1.9798 1.8853
```

Values from the calculation:
HOMO energy   -7.8456 eV
E_LUMO   0.4 eV
2S+1   1
Total charge   0

***

Record 8
Entry from the OMol25 dataset: 3 unconnected molecules or ions with the total composition H6O3 (ωB97M-V with the def2-TZVPD basis set).

Structure (XYZ):
```
9
H6O3 | the OMol25 dataset | ωB97M-V with the def2-TZVPD basis set
O -0.3945 1.1730 -0.4080
O 1.3733 1.2042 2.1394
O -0.5955 -2.1181 -1.1156
H 1.9363 1.9470 1.9214
H -0.9771 -2.9946 -1.0675
H -0.3285 0.2253 -0.5249
H -1.3354 1.3471 -0.3852
H 0.6819 1.2248 1.4776
H -0.3606 -2.0088 -2.0371
```

Values from the calculation:
HOMO energy   -10.8675 eV
SMILES   O.O.O
E_LUMO   0.6 eV
2S+1   1
Total charge   0

***

Record 9
Entry from the OMol25 dataset: a molecular structure, C31H56ClFN4NaO8PS (ωB97M-V with the def2-TZVPD basis set).

Structure (XYZ):
```
104
C31H56ClFN4NaO8PS | the OMol25 dataset | ωB97M-V with the def2-TZVPD basis set
Cl -2.0256 1.8369 -5.8881
S -3.0293 1.0119 0.5321
P 6.8393 -2.4540 -0.1749
Na 10.5744 0.8763 -1.7509
F -0.3876 1.7898 -4.7825
O 7.3126 -3.9283 0.2696
O -4.3885 0.2939 0.7092
O 1.5915 0.4796 -0.9925
O 6.7146 -1.5390 1.3177
O -1.7910 0.7933 -2.3361
O -4.7038 1.3712 5.7891
O 8.0201 -1.8387 -1.2972
O -2.7077 1.7234 1.9033
N -6.6588 -0.5684 8.9927
N -2.7960 2.1437 4.8727
N 1.3648 -1.6220 0.5033
N -3.2977 2.6227 7.0271
C 1.2556 1.5280 1.3871
C 1.3943 -1.0038 -0.8777
C 0.5411 2.4554 -2.4082
C 7.4063 -1.2971 -2.5195
C -5.5483 -0.6379 -2.9070
C 2.7669 -1.5512 -1.6026
C 0.8110 1.8433 -3.9143
C -3.6655 2.0054 5.8898
C -4.5479 -1.0834 8.5234
C 0.3765 1.3280 -1.2297
C -7.0008 0.1635 -2.7161
C 5.6883 0.6951 1.8168
C -6.2716 -1.5178 9.9023
C -5.5230 -1.8013 -1.7486
C -4.3638 0.4916 -2.7783
C 8.5079 -0.2059 -3.1461
C 1.8898 2.8530 -4.6973
C -2.8266 -0.1611 -2.7589
C -0.8680 0.2234 -1.3438
C 0.4263 2.2774 0.1428
C -4.9631 -1.8538 9.6357
C -5.6160 -0.3012 8.1444
C 2.0903 0.9319 2.3788
C -1.6242 -0.1482 0.0966
C 0.4518 -3.1058 -3.5457
C -0.0519 -1.1616 -1.6617
C -4.4139 1.3924 -4.1866
C 4.1468 -1.2510 -0.7250
C 0.1946 -1.6483 -3.2071
C 5.0684 -2.6172 -0.8704
C 6.9379 -0.1058 1.0537
H -6.9053 1.3242 -2.8413
H -3.4969 2.1557 -4.2091
H -0.8863 -0.2168 1.0021
H 3.9488 -1.0892 0.4184
H -7.8256 -0.3234 -3.4248
H -3.2150 2.0688 -0.3935
H 7.2229 -2.2046 -3.2488
H 4.6668 -0.2781 -1.1240
H -6.3892 -2.5702 -2.0346
H -3.0349 1.6944 3.9985
H -4.5337 -2.4253 -1.6959
H 2.9222 2.2987 -4.7149
H 4.5173 -3.4393 -0.2034
H 9.2917 -0.7104 -3.8539
H -5.8227 -1.3904 -0.6742
H -0.3719 -3.9429 -3.5009
H 2.7131 -2.6688 -1.9646
H -3.5752 -1.0985 8.0491
H 7.8360 0.5783 -3.7434
H -5.7224 0.4218 7.3468
H -3.9243 2.5434 7.8175
H 1.9831 -2.4643 0.5700
H -0.4203 3.1609 -2.3604
H 1.5213 -3.4206 -3.9109
H -4.5497 1.2583 -1.9143
H 5.0848 -3.0301 -1.9695
H 2.8883 -0.9016 -2.5966
H -2.1098 -1.2337 -0.0081
H -2.7922 -1.2021 -2.2072
H -7.5716 -0.1337 8.9532
H -2.5990 -0.4069 -3.9051
H 4.9084 0.9321 0.9471
H 8.9630 0.3874 -2.2448
H -6.9580 -1.8712 10.6601
H 5.1179 -0.0135 2.5785
H 1.5191 2.9104 -5.8268
H 6.0751 1.6900 2.3003
H -5.4463 1.9204 -4.3500
H -4.3716 -2.5763 10.1830
H 1.4569 3.1905 -2.1931
H -2.4467 3.1494 7.1295
H 6.4243 -0.6801 -2.3515
H -5.6080 -1.1300 -3.9881
H -0.6331 2.6251 0.5009
H 1.0442 3.2795 -0.0548
H -4.1866 0.6283 -5.0719
H 3.0187 0.7462 3.0999
H -1.9361 2.6618 4.9366
H 1.3729 0.8263 -3.7763
H -0.5142 -2.1497 -1.1768
H 0.4156 -1.9516 0.7849
H 0.1450 -0.9327 -4.1613
H -7.3003 -0.0160 -1.5754
H 7.9898 0.1846 1.4999
H 6.8788 0.1786 -0.0921
H 1.9201 3.9287 -4.2357
```

Values from the calculation:
HOMO energy   -4.7363 eV
E_LUMO   -3.6 eV
2S+1   1
Total charge   0

***

Record 10
Entry from the OMol25 dataset: C5H9Cl in the gas phase (ωB97M-V with the def2-TZVPD basis set).

Structure (XYZ):
```
15
C5H9Cl | the OMol25 dataset | ωB97M-V with the def2-TZVPD basis set
Cl -3.1838 -0.4868 -0.4900
C 0.1372 -0.7660 0.3809
C 1.5114 -0.7554 -0.0570
C -0.5238 0.5234 -0.1552
C 2.2035 0.2005 -0.6408
C -1.9411 0.6229 0.4169
H -0.4003 -1.6216 -0.0802
H -2.3749 1.6009 0.3613
H 1.9851 -1.7730 0.1353
H 0.0593 1.3701 0.2479
H 3.2438 0.0179 -0.8947
H 1.5832 1.0789 -0.9443
H -1.9262 0.3382 1.4971
H 0.1006 -0.8671 1.4461
H -0.4739 0.5171 -1.2233
```

Values from the calculation:
HOMO energy   -9.8669 eV
SMILES   C=CCCCCl
E_LUMO   1.0 eV
2S+1   1
Total charge   0

***

Record 11
Entry from the OMol25 dataset: a molecular structure, C24H42GaN12S (ωB97M-V with the def2-TZVPD basis set).

Structure (XYZ):
```
80
C24H42GaN12S | the OMol25 dataset | ωB97M-V with the def2-TZVPD basis set
Ga -0.8355 2.7086 2.0541
S -0.9112 0.4225 2.4674
N -0.5335 -5.4319 3.4913
N 0.9153 -5.2670 -2.9843
N -2.4566 9.3978 -0.3760
N -1.1797 -10.7064 1.0632
N 3.6921 -0.4991 3.7416
N -4.9102 4.4741 1.5510
N 0.7441 -1.3406 -5.0797
N -3.2461 2.3343 -3.5179
N -0.7698 -2.3698 -1.1904
N 4.1138 -2.3141 -2.1797
N -3.8987 9.0692 5.3342
N 2.1041 1.6538 1.8994
C 1.7158 -5.0908 -3.8064
C 0.2631 -4.4793 0.0707
C -4.0265 8.3472 4.4307
C 2.7469 -4.8648 -4.8575
C -5.0391 3.7491 0.6452
C -4.1917 7.4177 3.2702
C -0.3083 -3.2966 -0.6331
C -0.7015 -6.5004 3.0661
C -2.4092 1.5276 -3.5610
C 4.6327 0.1451 3.5160
C 1.0167 -0.3225 -7.5155
C -5.2190 2.8278 -0.5128
C -0.9149 -7.8691 2.5120
C 3.3868 -1.6567 -1.5515
C 0.7849 3.6593 2.8909
C 2.4534 -0.8149 -0.7461
C -1.3399 0.4878 -3.6163
C 5.8349 0.9773 3.2267
C 0.6280 -10.3027 -0.8371
C 0.8635 -0.8957 -6.1472
C 2.1811 2.9217 2.6938
C -2.0817 9.7810 0.6549
C -1.5959 10.2775 1.9798
C -0.3876 -10.5296 0.2312
H 0.1730 -0.6208 -8.1381
H -1.1791 -8.5592 3.3130
H -1.0393 3.0408 0.4746
H 2.2792 -4.4492 -5.7503
H 6.0628 0.9402 2.1612
H 1.6402 -1.4289 -0.3593
H 0.5825 3.8054 4.0020
H 1.0510 0.7658 -7.4587
H -0.0029 -8.2179 2.0287
H 2.0311 -0.0280 -1.3710
H 2.9881 -0.3574 0.0865
H -1.3668 9.4345 2.6323
H 1.9400 -0.6856 -7.9675
H 1.1038 -11.2473 -1.1015
H -0.6957 10.8767 1.8407
H 3.2288 -5.8091 -5.1125
H 6.6900 0.6000 3.7882
H -1.2159 0.1414 -4.6405
H -2.1560 3.3289 2.7744
H -4.9008 7.8375 2.5566
H -1.7212 -7.8498 1.7789
H -3.2328 7.2696 2.7728
H -2.3639 10.8917 2.4505
H 2.8615 3.6423 2.1229
H -4.2651 2.6729 -1.0184
H 0.8403 4.6970 2.4136
H -4.5655 6.4546 3.6180
H 1.2831 -4.2625 0.3898
H 1.3888 -9.6068 -0.4825
H 0.1472 -9.8849 -1.7218
H -1.6102 -0.3597 -2.9846
H 3.5000 -4.1661 -4.4900
H 2.5988 2.7081 3.7341
H 5.6458 2.0117 3.5154
H 2.8834 1.7304 1.2235
H -5.9312 3.2559 -1.2185
H -0.3400 -4.7205 0.9465
H -2.1715 0.1749 3.0066
H -5.5962 1.8661 -0.1640
H -0.3966 0.9060 -3.2652
H 0.2754 -5.3368 -0.6015
H 2.4355 0.9109 2.5367
```

Values from the calculation:
HOMO energy   -3.9016 eV
E_LUMO   1.6 eV
2S+1   1
Total charge   -1